(1)
C34H51CaN2O3SeSi | the ωB97M-V functional and the def2-TZVPD basis

```
93
C34H51CaN2O3SeSi the ωB97M-V functional and the def2-TZVPD basis
Ca -0.252 -0.435 -0.093
C -3.218 -3.632 1.385
C -1.929 -3.497 0.620
C -1.992 -3.198 -0.748
C -3.345 -2.931 -1.358
C -0.815 -3.112 -1.499
C -0.867 -2.872 -2.993
C 0.428 -3.267 -0.869
C 1.691 -3.107 -1.689
C 0.489 -3.548 0.500
C 1.816 -3.797 1.180
C -0.694 -3.629 1.253
C -0.602 -3.827 2.747
H -3.968 -4.155 0.791
H -3.611 -2.639 1.623
H -3.089 -4.189 2.310
H -3.928 -3.849 -1.471
H -3.273 -2.460 -2.334
H -3.904 -2.255 -0.709
H -0.822 -1.806 -3.241
H -1.781 -3.271 -3.426
H -0.033 -3.357 -3.497
H 1.928 -4.019 -2.245
H 2.546 -2.867 -1.065
H 1.594 -2.297 -2.412
H 2.194 -2.881 1.646
H 2.563 -4.178 0.486
H 1.707 -4.535 1.974
H -0.544 -4.888 3.011
H -1.463 -3.400 3.255
H 0.278 -3.325 3.148
C -2.005 1.328 3.625
C -1.891 1.350 2.107
C -2.291 2.705 1.535
O -0.526 1.120 1.716
C -2.841 0.263 1.523
O -4.040 0.419 1.745
O -2.313 -0.692 0.856
H -1.412 2.136 4.060
H -1.634 0.380 4.021
H -3.049 1.447 3.909
H -1.742 3.501 2.042
H -3.362 2.858 1.654
H -2.040 2.741 0.472
H 0.045 0.830 2.468
C 3.865 -0.377 0.019
C 3.212 0.476 -1.025
C 3.947 1.284 -1.872
C 3.258 2.003 -2.852
C 1.896 1.908 -2.959
C 1.178 1.081 -2.051
N 1.877 0.395 -1.106
N -0.155 0.906 -2.028
Si -1.279 1.426 -3.206
C -2.940 0.703 -2.704
C -1.484 3.296 -3.276
C -0.824 0.839 -4.945
H 3.813 -1.428 -0.274
H 3.340 -0.288 0.967
H 4.911 -0.111 0.164
H 5.022 1.343 -1.774
H 3.805 2.644 -3.536
H 1.359 2.467 -3.714
H -3.484 1.388 -2.049
H -2.820 -0.230 -2.149
H -3.575 0.498 -3.570
H -1.756 3.675 -2.288
H -2.277 3.578 -3.975
H -0.568 3.801 -3.588
H -0.218 -0.070 -4.904
H -0.251 1.591 -5.493
H -1.721 0.618 -5.528
C 7.311 1.363 3.735
C 5.880 0.894 3.668
C 4.869 1.716 3.196
C 3.545 1.290 3.110
C 2.517 2.234 2.559
C 3.205 -0.014 3.513
Se 1.407 -0.656 3.399
C 4.220 -0.848 4.018
C 3.908 -2.234 4.510
C 5.529 -0.385 4.079
H 7.395 2.404 3.419
H 7.957 0.765 3.088
H 7.708 1.287 4.750
H 5.114 2.723 2.868
H 2.975 3.186 2.285
H 1.726 2.416 3.291
H 2.024 1.819 1.677
H 3.113 -2.207 5.257
H 4.796 -2.698 4.944
H 3.542 -2.870 3.700
H 6.299 -1.047 4.469
```

Computed properties:
DFT total energy	-136881.309	eV
HOMO level	-4.18	eV
relative energy (zero: lowest compared OMol25 entry of this formula, charge and spin)	25.3	kJ/mol
total charge	-1

Results of the Löwdin charge analysis, in e, for atoms 1 through 6: 1.413 -0.033 -0.196 -0.202 -0.045 -0.216

***

(2)
C34H51F3FeNO3S7Si | the ωB97M-V functional and the def2-TZVPD basis

```
101
C34H51F3FeNO3S7Si the ωB97M-V functional and the def2-TZVPD basis
Fe -1.388 0.269 -0.884
C -3.653 1.238 -4.331
C -3.261 1.687 -2.945
C -2.047 2.352 -2.716
C -1.090 2.697 -3.827
C -1.721 2.788 -1.414
C -0.453 3.571 -1.202
C -2.626 2.609 -0.358
C -2.353 3.289 0.959
C -3.797 1.864 -0.569
C -4.721 1.556 0.578
C -4.120 1.429 -1.861
C -5.422 0.702 -2.081
H -4.305 1.976 -4.808
H -4.186 0.290 -4.303
H -2.791 1.076 -4.969
H -0.163 2.126 -3.736
H -0.828 3.756 -3.784
H -1.501 2.497 -4.810
H -0.586 4.613 -1.514
H 0.377 3.156 -1.770
H -0.163 3.568 -0.159
H -1.579 2.782 1.540
H -3.246 3.341 1.575
H -2.011 4.309 0.787
H -5.537 2.283 0.632
H -4.193 1.553 1.529
H -5.171 0.570 0.466
H -5.323 -0.369 -1.874
H -5.776 0.805 -3.103
H -6.203 1.083 -1.426
F -2.683 -2.875 3.872
C -3.631 -2.118 3.281
F -4.826 -2.617 3.671
F -3.534 -0.883 3.790
C -3.508 -2.151 1.781
C -4.125 -3.182 1.101
C -4.036 -3.276 -0.283
C -3.302 -2.317 -0.945
N -2.682 -1.328 -0.293
C -2.766 -1.205 1.051
S -1.874 0.159 1.593
H -4.693 -3.914 1.661
H -4.516 -4.074 -0.828
H -3.183 -2.308 -2.021
C 2.572 -1.830 3.938
C 1.222 -1.391 3.386
C 0.561 -2.510 2.590
C 0.310 -0.905 4.504
O 1.414 -0.232 2.529
Si 2.179 -0.039 1.115
S 0.762 0.339 -0.453
O 3.231 1.202 1.149
C 3.316 2.392 1.956
C 3.813 2.003 3.342
C 1.957 3.072 2.032
C 4.324 3.287 1.248
O 3.005 -1.383 0.756
C 4.118 -1.650 -0.126
C 5.388 -1.104 0.516
C 4.171 -3.164 -0.228
C 3.857 -1.015 -1.484
H 2.445 -2.702 4.582
H 3.025 -1.034 4.531
H 3.252 -2.101 3.130
H 0.430 -3.390 3.223
H 1.171 -2.796 1.733
H -0.420 -2.191 2.235
H 0.107 -1.714 5.208
H -0.635 -0.557 4.090
H 0.784 -0.084 5.044
H 3.106 1.333 3.828
H 3.928 2.893 3.965
H 4.781 1.503 3.272
H 1.212 2.418 2.491
H 1.629 3.334 1.027
H 2.023 3.986 2.625
H 5.296 2.794 1.197
H 4.441 4.230 1.784
H 3.990 3.501 0.232
H 5.548 -1.571 1.489
H 5.324 -0.026 0.652
H 6.253 -1.323 -0.115
H 4.288 -3.600 0.765
H 5.014 -3.481 -0.847
H 3.254 -3.560 -0.669
H 3.812 0.074 -1.411
H 2.914 -1.375 -1.901
H 4.662 -1.277 -2.173
C 1.790 -0.274 -5.026
S 0.756 -1.673 -5.519
C 0.592 -2.455 -3.959
C -0.178 -2.018 -2.936
S -1.265 -0.639 -3.081
S -0.076 -2.978 -1.480
C 0.937 -4.249 -2.087
S 1.335 -5.585 -1.218
S 1.500 -3.920 -3.679
H 1.848 0.403 -5.878
H 2.794 -0.597 -4.756
H 1.326 0.253 -4.193
```

Computed properties:
DFT total energy	-169990.233	eV
HOMO level (alpha / beta)	-7.47 / -7.42	eV
relative energy (zero: lowest compared OMol25 entry of this formula, charge and spin)	41.5	kJ/mol
expectation value of S²	8.773
spin multiplicity	6
total charge	0

Results of the Löwdin charge analysis, in e, for atoms 1 through 6: 0.355 -0.066 -0.235 -0.246 -0.037 -0.254

***

(3)
C34H51InN6OP | the ωB97M-V functional and the def2-TZVPD basis

```
94
C34H51InN6OP the ωB97M-V functional and the def2-TZVPD basis
In -0.653 1.616 -2.388
N -3.384 -1.146 0.765
N -1.472 -1.207 -2.221
C 2.929 1.207 -1.776
C 2.993 -0.144 -1.338
C 2.521 -0.197 -0.002
C 2.459 -1.397 0.854
H 2.596 -2.309 0.260
H 1.506 -1.470 1.401
H 3.261 -1.385 1.611
C 2.130 1.117 0.381
C 1.514 1.489 1.670
H 2.271 1.605 2.463
H 0.812 0.715 2.017
H 0.971 2.442 1.595
C 2.408 1.988 -0.708
C 2.163 3.447 -0.719
H 1.182 3.693 -0.289
H 2.206 3.858 -1.735
H 2.920 3.976 -0.117
C 3.413 -1.318 -2.126
H 4.167 -1.903 -1.581
H 3.840 -1.025 -3.091
H 2.559 -1.987 -2.320
C 3.294 1.711 -3.117
H 2.413 1.870 -3.763
H 3.953 1.003 -3.634
H 3.825 2.671 -3.046
C -4.065 -1.944 1.561
H -4.928 -1.505 2.088
C -3.691 -3.288 1.766
H -4.281 -3.906 2.436
C -2.601 -3.778 1.056
H -2.264 -4.803 1.172
C -1.913 -2.910 0.225
H -1.075 -3.226 -0.374
C -2.314 -1.570 0.061
C -1.464 -0.818 -0.890
H -0.497 -0.396 -0.542
C -1.788 -0.187 -3.144
C -0.680 -2.156 -2.919
H -0.367 -3.099 -2.482
C -0.521 -1.732 -4.197
H 0.108 -2.167 -4.971
N -1.227 -0.545 -4.365
C -1.228 0.478 -5.337
C -0.036 0.888 -5.955
C 0.057 2.224 -6.363
H 0.983 2.561 -6.846
C -0.988 3.118 -6.126
C -0.756 4.584 -6.361
H -0.462 5.081 -5.424
H -1.655 5.101 -6.717
H 0.053 4.757 -7.087
C -2.224 2.642 -5.662
H -3.087 3.302 -5.633
C -2.342 1.342 -5.182
C -3.445 0.810 -4.383
H -3.968 0.019 -4.940
H -4.142 1.539 -3.962
H -2.905 0.116 -3.220
C 1.147 -0.014 -6.070
H 0.902 -1.001 -6.482
H 1.667 -0.158 -5.107
H 1.885 0.429 -6.751
C 1.452 0.609 6.181
N 1.314 -0.195 4.969
C 2.559 -0.758 4.446
P -0.167 -0.736 4.413
O -0.151 -1.003 2.946
N -0.697 -2.050 5.315
C -1.533 -3.046 4.633
C 0.120 -2.610 6.385
N -1.165 0.526 4.957
C -2.565 0.226 5.260
C -1.001 1.820 4.290
H 2.053 1.508 5.969
H 1.967 0.039 6.971
H 0.466 0.926 6.548
H 2.356 -1.656 3.848
H 3.072 -0.020 3.809
H 3.225 -1.028 5.277
H -0.985 -3.572 3.834
H -1.854 -3.784 5.380
H -2.431 -2.584 4.198
H 0.984 -3.171 5.991
H 0.475 -1.823 7.058
H -0.510 -3.304 6.954
H -2.611 -0.654 5.913
H -2.982 1.091 5.792
H -3.165 0.047 4.350
H -1.586 2.559 4.850
H 0.047 2.139 4.291
H -1.371 1.800 3.252
```

Computed properties:
DFT total energy	-61531.295	eV
HOMO level	-2.37	eV
relative energy (zero: lowest compared OMol25 entry of this formula, charge and spin)	190.7	kJ/mol
total charge	-1

Results of the Löwdin charge analysis, in e, for atoms 1 through 6: 0.961 0.100 -0.094 -0.294 -0.270 -0.260

***

(4)
C34H52Br3F5N4O22P2 | the ωB97M-V functional and the def2-TZVPD basis

```
122
C34H52Br3F5N4O22P2 the ωB97M-V functional and the def2-TZVPD basis
C 9.185 -4.958 0.491
C 9.566 -4.045 -0.837
O 10.720 -4.108 -1.509
N 8.518 -3.040 -1.292
C 7.759 -3.519 -2.515
C 9.134 -1.676 -1.524
C 9.513 -1.003 -0.043
C 8.057 -0.529 0.596
C 8.393 -0.046 2.162
N 7.626 1.156 2.615
C 7.981 2.451 1.940
Br 9.744 2.532 1.025
P 8.210 3.687 3.442
O 8.888 5.043 2.996
C 6.664 2.932 1.008
N 6.213 4.189 1.735
C 7.071 3.181 -0.579
C 7.566 4.679 -0.965
C 8.417 4.538 -2.398
O 8.397 5.396 -0.009
O 5.783 1.794 1.027
C 4.344 2.002 0.941
N 3.850 3.183 0.196
C 2.556 3.484 0.171
C 2.227 5.072 -0.270
C 1.207 2.632 0.504
C 3.814 1.819 2.492
Br 2.858 3.259 3.582
C 4.033 0.572 3.332
C 3.478 0.451 4.908
Br 5.032 -1.024 2.690
P 3.808 0.524 -0.235
O 5.073 -0.409 -0.599
O 2.531 -0.441 0.462
O 3.284 1.117 -1.826
H 8.006 -4.984 0.659
H 9.625 -4.416 1.456
H 9.649 -6.018 0.309
H 6.642 -3.754 -2.200
H 7.692 -2.691 -3.362
H 8.249 -4.517 -2.901
H 10.048 -1.667 -2.257
H 8.289 -0.985 -1.995
H 10.197 -0.077 -0.275
H 10.108 -1.734 0.653
H 7.383 -1.489 0.613
H 7.655 0.343 -0.074
H 7.983 -0.959 2.818
H 9.553 -0.034 2.391
H 7.594 1.271 3.660
H 7.010 3.831 4.225
H 9.180 3.018 4.319
H 5.694 4.849 1.081
H 5.521 3.998 2.489
H 6.048 3.037 -1.183
H 7.739 2.299 -1.031
H 6.605 5.316 -1.256
H 8.060 3.589 -3.025
H 8.257 5.485 -3.068
H 9.560 4.324 -2.152
H 8.541 6.325 -0.408
H 3.211 5.700 -0.424
H 1.680 5.559 0.673
H 1.466 5.139 -1.158
H 0.969 1.891 -0.396
H 1.221 2.006 1.490
H 0.247 3.337 0.578
H 3.916 1.324 5.570
H 2.308 0.649 4.834
H 3.707 -0.624 5.335
H 2.096 0.008 1.246
H 4.107 1.460 -2.318
C -2.830 -0.362 -2.085
C -1.424 0.105 -2.245
O -1.123 0.678 -0.992
C -1.892 -0.004 -0.097
O -1.714 0.011 1.110
O -2.883 -0.714 -0.717
F -1.341 1.073 -3.186
H -3.564 0.426 -2.286
H -3.057 -1.223 -2.720
H -0.708 -0.693 -2.466
C -6.067 -3.183 -1.325
C -7.165 -3.902 -2.030
O -7.270 -3.221 -3.260
C -6.018 -2.744 -3.509
O -5.644 -2.341 -4.597
O -5.230 -2.781 -2.391
F -8.335 -3.766 -1.366
H -6.418 -2.297 -0.786
H -5.528 -3.828 -0.626
H -6.962 -4.963 -2.214
C -11.258 -3.237 -1.380
C -11.935 -4.414 -1.994
O -13.173 -4.470 -1.322
C -13.448 -3.180 -0.978
O -14.548 -2.785 -0.629
O -12.342 -2.382 -1.079
F -11.256 -5.553 -1.731
H -10.727 -3.489 -0.456
H -10.557 -2.755 -2.067
H -12.106 -4.322 -3.072
C -17.816 -2.689 0.192
C -18.066 -1.504 1.060
O -19.276 -1.821 1.711
C -19.290 -3.181 1.787
O -20.031 -3.818 2.518
O -18.368 -3.747 0.950
F -18.263 -0.393 0.315
H -18.334 -2.625 -0.772
H -16.751 -2.852 0.007
H -17.284 -1.320 1.804
C -6.366 2.040 -0.025
C -6.497 1.422 1.325
O -7.504 0.452 1.147
C -7.405 0.074 -0.159
O -7.916 -0.932 -0.621
O -6.656 0.958 -0.887
F -6.934 2.328 2.229
H -7.090 2.844 -0.196
H -5.360 2.428 -0.209
H -5.583 0.942 1.690
```

Computed properties:
DFT total energy	-329387.659	eV
HOMO level	-8.68	eV
SMILES string	CC(=O)N(C)CCCCN[C@](Br)([PH2]=O)[C@@](N)(C[C@H](C)O)O[C@](N=C(C)C)(/C(Br)=C(/C)Br)P(=O)(O)O.O=C1OC[C@@H](F)O1.O=C1OC[C@@H](F)O1.O=C1OC[C@@H](F)O1.O=C1OC[C@@H](F)O1.O=C1OC[C@@H](F)O1
total charge	0

Results of the Löwdin charge analysis, in e, for atoms 1 through 6: -0.032 -0.308 -0.035 -0.194 -0.097 -0.206